330
Properties=species:S:1:pos:R:3:forces:R:3:lowdin_charge:R:1 method="wB97M-V/def2-TZVPD" charge=0 orbital_gap_ha=0.3126 largest_force_ev_per_a=3.88 multiplicity=1
C -3.275082 -11.148998 -0.461320 0.075 -0.450 1.794 -0.111
O -2.604497 -10.138438 0.270068 0.128 0.508 -0.292 -0.205
C -3.073411 -8.812049 0.069393 -0.729 -1.162 -0.891 -0.232
C -2.532721 -7.970065 1.180671 -0.379 0.502 -1.232 -0.171
N -2.759678 -6.557961 0.813010 -0.573 -0.943 -0.005 -0.060
C -2.115732 -5.590584 1.671445 0.967 -1.576 -0.104 -0.219
C -2.586482 -4.312855 1.216891 -0.823 2.786 -2.565 -0.237
O -4.014196 -4.276759 1.159842 0.467 -0.335 0.089 -0.182
C -4.521014 -3.117402 0.530791 -0.335 -0.207 0.825 -0.088
H -4.301361 -11.285868 -0.072758 0.100 0.228 -0.210 0.085
H -2.716836 -12.039894 -0.099455 -0.414 0.198 -1.149 0.100
H -3.336082 -10.966883 -1.532220 0.418 -0.189 -0.148 0.085
H -4.175742 -8.889448 -0.063153 0.298 0.545 0.563 0.134
H -2.714694 -8.367154 -0.856225 0.286 -0.226 -0.439 0.100
H -1.502962 -8.329353 1.289739 0.075 0.818 0.116 0.140
H -3.087281 -8.176622 2.041252 -0.529 -0.575 1.858 0.103
H -3.782298 -6.377757 0.923565 1.082 -0.230 -0.448 0.142
H -1.035454 -5.686213 1.516614 -0.020 0.211 0.141 0.125
H -2.314157 -5.751527 2.700124 -0.283 -0.269 1.323 0.099
H -2.169519 -4.145977 0.186271 -0.542 -0.194 0.444 0.116
H -2.291630 -3.426356 1.725688 0.740 0.539 1.138 0.109
H -3.976453 -2.839145 -0.345881 0.605 0.176 -0.620 0.063
H -4.631975 -2.266107 1.205651 0.412 0.099 0.213 0.085
H -5.508689 -3.377841 0.240004 -0.960 -0.145 -0.456 0.082
C 8.840942 2.499032 -0.925489 0.656 0.536 0.647 -0.092
O 7.865446 2.623352 0.111324 -0.112 0.708 -0.922 -0.255
C 7.148304 3.855571 0.152194 -1.136 0.004 0.714 -0.209
C 6.123780 4.062563 -0.999281 0.760 0.206 0.492 -0.221
N 5.388985 2.837987 -1.131450 0.277 -0.933 0.830 -0.072
C 4.527333 2.601015 -2.261654 -0.153 1.865 1.040 -0.207
C 4.144156 1.186978 -2.146631 -1.075 -0.915 -1.106 -0.271
O 5.274993 0.379391 -2.243858 0.639 -0.521 0.158 -0.181
C 5.072781 -0.944335 -1.783153 -0.302 0.324 0.648 -0.090
H 9.515378 3.410343 -0.947481 -0.755 -0.851 -0.129 0.104
H 8.452926 2.274783 -1.941581 -0.073 0.225 0.627 0.093
H 9.430783 1.659953 -0.548880 0.191 0.006 -0.544 0.085
H 7.817365 4.742525 0.222374 -0.185 -0.582 0.029 0.124
H 6.533031 3.736740 1.090470 0.715 0.392 -0.785 0.129
H 6.670326 4.323285 -1.922095 -0.070 0.103 -0.058 0.107
H 5.503650 4.977450 -0.711626 0.457 -1.240 -0.381 0.134
H 5.954411 1.965330 -0.971012 -0.398 1.679 -0.153 0.125
H 5.009978 2.905022 -3.213436 -0.356 -0.421 0.073 0.133
H 3.577740 3.186341 -2.122275 0.714 -0.212 -0.412 0.120
H 3.471364 0.980153 -2.971671 -0.485 -0.388 -0.373 0.128
H 3.586779 0.964972 -1.228286 0.379 0.362 -0.013 0.084
H 6.098699 -1.318218 -1.574814 -0.908 -0.244 -0.151 0.107
H 4.495304 -1.550587 -2.514905 0.532 0.120 0.183 0.096
H 4.443391 -0.907098 -0.843684 0.898 -0.265 -0.816 0.057
C -5.384645 -1.375173 -3.376940 -0.389 -1.157 1.483 -0.058
O -5.911104 -1.129330 -2.027331 0.607 0.161 -1.714 -0.199
C -6.856495 -0.113125 -2.141964 -2.085 0.233 2.351 -0.246
C -7.579503 0.070934 -0.726468 0.234 -1.166 -2.620 -0.194
N -6.669525 0.637052 0.227806 -0.578 0.163 1.371 -0.062
C -7.259291 0.603018 1.568547 -1.245 -1.345 0.751 -0.210
C -6.304578 1.068007 2.637578 0.760 0.044 -0.557 -0.204
O -5.202012 0.160105 2.692568 -0.831 -0.487 -0.967 -0.191
C -4.155730 0.541239 3.512868 -0.962 0.905 2.357 -0.124
H -5.030313 -0.452902 -3.855563 0.134 -0.232 0.209 0.081
H -6.235158 -1.801183 -3.947101 0.593 0.152 -0.063 0.089
H -4.594360 -2.147029 -3.216922 -0.459 0.768 -0.551 0.088
H -7.667133 -0.302250 -2.876377 0.418 -0.377 0.097 0.127
H -6.434382 0.842424 -2.404017 0.591 0.362 -0.165 0.082
H -8.094762 -0.908809 -0.472606 0.908 0.739 0.160 0.135
H -8.399938 0.747643 -0.931421 -0.165 0.498 0.224 0.102
H -5.820646 0.112323 0.311194 0.539 -0.461 -0.405 0.102
H -7.612337 -0.441816 1.871840 0.526 0.860 -0.524 0.140
H -8.204792 1.177596 1.574751 0.583 0.175 0.021 0.129
H -6.745128 1.149571 3.629410 -0.317 0.037 0.027 0.129
H -5.920228 2.030720 2.313840 0.100 0.523 0.193 0.103
H -3.252919 0.761949 3.016033 1.019 0.645 -1.166 0.060
H -3.891556 -0.270332 4.184717 -0.183 -0.289 0.289 0.077
H -4.462910 1.426614 4.161271 0.549 -0.913 -0.676 0.108
C -4.353832 -2.181409 -7.089651 0.084 -1.171 0.488 -0.105
O -3.177094 -2.378083 -6.306179 -0.038 0.202 -0.857 -0.213
C -1.959008 -2.043695 -6.962078 -0.486 -0.318 0.573 -0.227
C -0.858861 -2.046293 -5.901986 0.285 0.841 -2.059 -0.227
N -0.615678 -3.319000 -5.248942 -1.155 0.615 1.063 -0.029
C 0.479609 -3.187171 -4.283366 0.117 -0.961 -1.338 -0.222
C 0.343854 -2.168718 -3.193960 -0.029 0.563 -0.714 -0.231
O -1.022246 -2.093091 -2.880682 0.012 0.525 0.757 -0.187
C -1.312505 -1.048450 -1.941303 0.329 -1.915 1.263 -0.058
H -4.451781 -1.169558 -7.486834 0.235 0.075 -0.117 0.081
H -5.102055 -2.327313 -6.312334 -0.577 -0.003 -0.465 0.068
H -4.499988 -2.953358 -7.915291 0.372 0.898 0.906 0.106
H -2.023498 -1.005379 -7.318237 -0.003 -0.101 -0.247 0.103
H -1.782666 -2.720178 -7.823647 0.063 0.162 0.434 0.129
H -1.086819 -1.135690 -5.291801 0.409 -0.922 0.142 0.103
H 0.017108 -1.795137 -6.569836 -0.227 -0.154 1.053 0.138
H -1.453118 -3.563282 -4.664145 0.821 0.378 -0.991 0.112
H 1.398524 -3.040302 -4.886080 -0.160 -0.006 0.598 0.118
H 0.513279 -4.153079 -3.793112 0.336 -0.351 0.049 0.099
H 0.681662 -1.175960 -3.484945 0.230 0.297 -0.167 0.120
H 1.019571 -2.546880 -2.428222 -0.270 0.293 0.845 0.109
H -0.616942 -1.189514 -1.065277 -0.778 0.454 -0.718 0.088
H -2.331562 -1.265516 -1.632334 -0.159 0.109 0.301 0.084
H -1.302240 -0.048763 -2.318868 0.485 0.530 -0.534 0.039
C 7.691498 1.731250 3.072645 -1.140 0.193 2.047 -0.113
O 6.542563 0.993737 2.757556 0.095 -0.503 -0.587 -0.185
C 6.857909 -0.193902 2.007597 -0.128 0.160 0.797 -0.185
C 5.520114 -0.825150 1.768628 -2.167 -0.041 -1.884 -0.215
N 4.649503 -1.062923 2.916696 1.927 0.499 0.593 -0.040
C 5.199424 -2.158462 3.725586 -0.879 -0.521 1.522 -0.183
C 4.442680 -2.193400 5.100047 2.017 0.076 -1.494 -0.197
O 4.825096 -3.409410 5.730824 -0.994 0.703 -1.014 -0.192
C 4.528305 -3.524119 7.098276 1.615 -0.475 0.301 -0.112
H 7.422866 2.735071 3.354935 -0.647 0.438 0.266 0.085
H 8.305285 1.888528 2.260833 1.665 -0.258 -1.842 0.045
H 8.171056 1.314362 3.955007 0.511 -0.293 -0.069 0.095
H 7.558070 -0.839255 2.565354 -0.154 0.202 -0.045 0.128
H 7.299723 0.072315 1.050881 0.217 0.090 -0.168 0.117
H 5.488179 -1.784852 1.216418 0.779 0.555 -0.027 0.108
H 4.952829 -0.071901 1.126489 0.854 -0.821 0.589 0.110
H 4.780085 -0.183123 3.414380 -0.373 -0.106 0.539 0.079
H 6.294360 -2.360614 3.883997 -0.616 1.172 -0.117 0.138
H 4.897332 -3.049185 3.247233 -0.443 -1.250 -0.844 0.089
H 3.389448 -2.036100 4.859365 -0.268 -0.454 0.450 0.106
H 4.835791 -1.319871 5.610742 -0.193 0.215 0.778 0.115
H 5.472943 -3.281963 7.627181 -0.432 -0.225 0.193 0.091
H 4.300257 -4.592423 7.261734 -0.251 0.653 0.291 0.094
H 3.797391 -2.822508 7.472626 -0.668 -0.046 -0.110 0.074
C -2.096544 2.723346 -0.379855 2.103 0.131 0.409 -0.020
O -0.811810 2.013050 -0.543226 -0.595 1.082 0.876 -0.220
C 0.148666 2.644053 0.330761 -0.959 -0.066 -0.204 -0.224
C 1.399901 1.868280 0.275875 0.486 -1.496 0.699 -0.163
N 1.204848 0.494078 0.817965 -1.245 0.390 0.847 -0.037
C 2.203251 -0.456219 0.407226 -0.542 0.167 -1.231 -0.219
C 1.997673 -1.892579 0.788703 -1.011 0.277 -1.204 -0.166
O 0.753683 -2.424844 0.267412 1.212 1.924 0.712 -0.210
C 0.811748 -3.807002 0.232235 -0.152 -0.325 -1.040 -0.119
H -2.117788 3.182257 0.641851 -0.197 -0.211 -1.009 0.082
H -2.833932 1.986470 -0.468817 -1.291 -1.010 -0.084 0.064
H -2.180252 3.430758 -1.198236 -0.104 0.378 0.115 0.078
H -0.246357 2.623917 1.359861 0.020 0.203 -0.166 0.117
H 0.299736 3.682576 0.011401 0.043 -0.176 0.263 0.100
H 2.143528 2.340271 0.918053 0.222 0.212 -0.199 0.125
H 1.765894 1.804669 -0.734507 0.253 0.167 -0.636 0.096
H 0.287367 0.115312 0.590365 0.057 0.345 -0.315 0.115
H 3.163186 -0.090630 0.756271 0.156 -0.242 -0.026 0.086
H 2.176746 -0.511208 -0.694518 0.430 0.285 -0.078 0.119
H 1.935374 -2.005017 1.828826 0.604 -0.476 1.707 0.099
H 2.814181 -2.411225 0.275850 0.189 -0.347 0.575 0.117
H 1.682492 -4.087032 -0.404269 -0.438 -0.433 0.529 0.094
H -0.103843 -4.027026 -0.284835 -0.259 -0.921 -0.357 0.061
H 0.799747 -4.303120 1.210748 0.374 0.160 0.033 0.091
C 1.262723 4.089549 -4.847200 0.322 -0.520 -0.647 -0.027
C 0.167555 4.210323 -3.810740 0.034 -0.854 -0.055 -0.529
C -0.773358 5.289604 -4.301839 -1.045 0.203 0.996 -0.142
C -1.612403 4.909683 -5.526828 -0.064 0.968 -0.178 -0.175
C -2.455530 3.672675 -5.272260 1.647 -0.710 0.106 -0.123
C -1.551202 2.508930 -4.788862 -0.429 0.080 0.545 -0.487
N -0.652854 2.978773 -3.650699 -0.910 -0.161 -0.995 -0.050
O 0.163854 1.862344 -3.265411 -0.353 0.708 0.858 -0.061
C -2.436181 1.357142 -4.282883 -1.338 1.836 -0.244 -0.036
C -0.861834 1.934233 -6.001282 -0.176 -2.385 0.283 -0.041
C 0.771220 4.564160 -2.421712 -2.035 2.056 -2.137 -0.006
H 0.825381 4.392386 -5.839895 0.988 -0.800 0.782 0.085
H 1.622870 3.042353 -4.785400 0.029 0.593 -0.614 0.089
H 2.108376 4.756084 -4.626356 -0.240 -0.118 -0.085 0.085
H -1.512559 5.452063 -3.520325 -0.021 0.359 0.464 0.114
H -0.144090 6.180966 -4.370417 -0.409 0.202 -0.463 0.130
H -0.915388 4.753848 -6.325776 0.098 -0.247 -0.839 0.076
H -2.272294 5.740960 -5.868090 0.523 -0.354 0.430 0.126
H -2.876216 3.266016 -6.196796 -0.427 0.455 0.133 0.124
H -3.197216 3.885606 -4.533260 -0.779 0.107 0.429 0.106
H -3.266319 1.282912 -5.024418 0.578 -0.360 0.410 0.099
H -1.932798 0.429805 -4.154845 0.380 -0.660 -0.048 0.039
H -2.916162 1.672675 -3.358402 0.007 -0.177 0.364 0.080
H -0.045634 1.307181 -5.591778 0.010 0.402 -0.805 0.094
H -1.544617 1.232228 -6.590841 0.639 0.812 0.999 0.101
H -0.600344 2.664241 -6.704628 1.108 1.024 -0.886 0.052
H 1.412229 5.446499 -2.599606 -0.346 -0.250 0.536 0.101
H 1.317990 3.795992 -2.009211 1.319 -1.769 0.760 0.021
H -0.104027 4.779931 -1.802303 0.363 0.287 0.302 0.081
H -0.082151 1.883751 -2.308528 0.354 -0.604 -0.491 0.065
C 0.275731 -0.691204 7.532810 -1.811 0.130 -0.332 -0.009
C -1.076525 -0.704035 6.629319 1.922 1.721 0.816 -0.475
C -0.645937 -0.220270 5.225139 1.989 0.283 0.627 -0.121
C 0.217015 -1.257303 4.463892 -0.947 0.553 0.481 -0.172
C -0.570991 -2.531885 4.377116 0.297 -1.524 -0.454 -0.139
C -1.140935 -3.104709 5.693516 -0.417 -0.320 0.412 -0.444
N -1.733435 -1.950877 6.444471 -1.075 -1.414 -1.340 -0.124
O -2.422984 -2.419546 7.564920 0.135 0.186 0.546 -0.006
C -2.285339 -4.115830 5.270886 0.102 1.380 1.095 -0.019
C -0.126548 -3.854209 6.606231 -1.099 0.668 0.575 -0.014
C -2.053419 0.339355 7.221418 -0.549 -1.525 -0.705 -0.018
H 0.489591 0.332887 7.854272 0.217 -0.011 -0.595 0.084
H 1.025634 -1.136899 6.902305 0.737 0.094 0.301 0.038
H 0.187408 -1.208884 8.488307 -0.135 -0.474 -0.110 0.069
H -1.501338 -0.037814 4.649070 -1.595 0.059 -0.890 0.075
H -0.142514 0.780685 5.251253 -0.171 -0.994 0.414 0.111
H 1.179741 -1.418142 4.922216 0.469 0.083 0.123 0.081
H 0.347965 -0.930086 3.438252 0.378 0.277 -0.117 0.093
H 0.036730 -3.331792 3.823638 -0.906 0.866 0.755 0.144
H -1.448227 -2.289663 3.766587 0.060 -0.233 -0.118 0.104
H -2.781624 -4.619886 6.120239 -0.090 0.898 -0.208 0.088
H -2.958063 -3.602514 4.573176 -0.257 -0.157 0.498 0.084
H -1.896128 -4.942376 4.749433 1.085 -0.917 -0.940 0.041
H -0.684767 -4.445662 7.381024 0.528 0.295 -0.842 0.094
H 0.506202 -4.485090 6.011127 0.396 -0.438 -0.083 0.074
H 0.451767 -3.110066 7.165593 0.238 -0.397 -0.267 0.055
H -2.995276 0.206172 6.654356 0.277 0.485 0.461 0.096
H -1.668377 1.325268 7.189678 0.503 1.049 -0.773 0.059
H -2.227010 0.227741 8.273752 -0.344 -0.701 0.586 0.072
H -1.764385 -2.524152 8.268647 0.011 -0.110 0.124 0.094
C 3.238847 -6.284217 -7.533300 -0.307 -0.246 0.155 -0.033
C 3.844025 -5.703709 -6.279477 -0.474 2.127 1.112 -0.523
C 2.767632 -5.785403 -5.139329 -1.047 1.054 -1.572 -0.136
C 3.189144 -5.530403 -3.706024 1.354 -1.169 0.040 -0.187
C 4.350148 -6.556638 -3.473834 -0.067 0.971 -0.005 -0.106
C 5.508613 -6.357357 -4.536297 -0.349 0.298 0.760 -0.502
N 4.969421 -6.479599 -5.876672 -0.418 -1.343 0.240 -0.122
O 6.025472 -6.496354 -6.823135 0.227 -0.475 -0.002 -0.009
C 6.274451 -5.002502 -4.373704 -1.079 0.282 2.035 -0.022
C 6.464535 -7.532752 -4.337437 -0.900 0.351 0.589 -0.037
C 4.198495 -4.169236 -6.482941 -2.148 -1.331 -0.906 -0.007
H 3.815715 -6.037335 -8.394374 0.604 0.043 -0.786 0.071
H 2.269750 -5.850546 -7.693427 -0.605 0.286 -0.053 0.081
H 3.110685 -7.368256 -7.485046 0.196 0.099 0.157 0.100
H 1.885299 -5.072190 -5.413853 1.479 -1.543 0.185 0.127
H 2.475408 -6.839144 -5.249821 -0.585 0.260 0.474 0.122
H 2.349115 -5.843516 -3.095062 -0.152 0.300 0.387 0.102
H 3.499787 -4.509606 -3.435688 -0.280 -0.166 -0.345 0.096
H 3.835473 -7.526517 -3.598267 0.757 0.078 -0.047 0.120
H 4.785642 -6.529920 -2.430066 -0.375 0.086 -1.111 0.112
H 6.827440 -4.832168 -5.279397 0.243 0.325 -0.300 0.069
H 5.593625 -4.095622 -4.104738 1.284 -1.674 -0.529 0.087
H 6.988956 -5.127937 -3.530920 -0.266 0.283 -0.491 0.077
H 5.941215 -8.481788 -4.565871 0.392 0.466 0.459 0.106
H 7.294296 -7.421907 -4.970079 1.135 -0.034 -1.073 0.057
H 6.855503 -7.420317 -3.327609 -0.126 -0.645 0.254 0.080
H 3.327244 -3.721330 -7.039171 0.768 -0.054 0.908 0.104
H 5.019239 -4.071829 -7.142848 1.126 0.291 -0.681 0.051
H 4.432277 -3.720454 -5.539443 -0.240 0.528 0.172 0.042
H 5.917225 -5.769704 -7.438436 -0.165 0.495 0.003 0.075
C -6.090638 5.130281 1.354998 -0.417 -0.357 -0.673 -0.044
C -7.040731 5.538096 0.210769 -0.402 -0.699 -0.288 -0.486
C -6.481389 6.832463 -0.411118 1.304 -1.607 -0.318 -0.135
C -7.110281 7.145351 -1.761608 -0.852 -0.265 0.533 -0.182
C -6.915228 5.948995 -2.683386 -0.051 0.969 -1.467 -0.150
C -7.459516 4.658405 -2.141361 1.003 -1.209 0.018 -0.570
N -6.912376 4.444655 -0.815055 0.431 0.645 1.423 -0.088
O -7.551898 3.294243 -0.279499 0.675 -0.661 0.391 -0.083
C -8.951546 4.537195 -2.193359 -0.440 0.162 -0.169 -0.023
C -6.818911 3.526781 -2.981031 -0.669 -0.110 -0.139 -0.029
C -8.498720 5.662605 0.809841 0.654 1.909 0.059 -0.020
H -6.167082 5.893249 2.100592 0.293 0.490 0.656 0.070
H -6.482662 4.212237 1.786005 0.196 -0.153 0.166 0.061
H -5.040859 4.990978 1.025977 -0.648 0.110 0.084 0.091
H -6.466615 7.608745 0.359928 -0.173 0.150 -0.382 0.122
H -5.391910 6.531650 -0.637038 -1.270 0.757 0.398 0.139
H -8.188162 7.356244 -1.663790 0.278 0.077 0.062 0.109
H -6.641302 8.016401 -2.166624 0.214 0.645 -0.432 0.099
H -5.829256 5.832342 -2.838732 -0.274 -0.060 -0.059 0.120
H -7.383256 6.115479 -3.721945 0.659 -0.094 1.466 0.149
H -9.281874 3.547679 -1.837458 -0.037 0.692 0.006 0.096
H -9.177435 4.647078 -3.226930 -0.569 -0.277 -1.129 0.074
H -9.467158 5.385665 -1.746896 -0.052 -0.273 0.500 0.074
H -7.016820 3.690744 -4.055052 0.602 0.088 0.306 0.096
H -7.307036 2.585183 -2.760728 -0.219 -0.146 0.184 0.047
H -5.770406 3.396767 -2.671319 -0.205 0.312 -0.602 0.091
H -8.341313 6.191894 1.778405 -0.361 -0.455 -0.416 0.082
H -9.196181 6.343639 0.242309 0.804 -0.826 0.272 0.081
H -8.979670 4.709302 0.991632 0.117 -0.125 -0.078 0.069
H -6.828520 2.666508 -0.023984 -0.645 0.357 -0.504 0.085
C 0.097812 7.558682 1.935217 -0.477 0.690 1.246 -0.039
C 1.361754 6.977911 2.582095 -0.015 0.191 1.024 -0.490
C 2.609862 7.881329 2.343310 -0.986 0.641 -1.655 -0.155
C 3.780356 7.435765 3.131209 1.378 -0.364 0.365 -0.198
C 3.415531 7.703910 4.588217 -0.710 0.763 -1.003 -0.149
C 2.194407 6.918190 5.036701 0.231 -0.465 0.316 -0.519
N 1.113347 7.108608 4.042208 -0.553 -0.562 0.758 -0.066
O -0.058972 6.377147 4.486385 0.644 0.466 -0.598 -0.058
C 2.632197 5.444410 5.335746 -1.499 -0.386 0.932 -0.029
C 1.733999 7.551842 6.354767 0.631 -1.939 0.526 -0.038
C 1.456082 5.523230 2.087610 -0.418 -0.692 0.247 -0.028
H 0.042385 8.606308 2.278725 -0.189 -0.309 -0.365 0.095
H -0.799631 7.041407 2.330890 0.578 0.263 -0.084 0.081
H 0.020251 7.506110 0.867729 0.462 -0.042 -0.721 0.071
H 2.780432 7.974425 1.249078 0.090 -0.424 0.463 0.128
H 2.438499 8.924696 2.655696 -0.657 -0.327 -0.109 0.120
H 4.736957 7.928399 2.848555 -0.675 -0.022 0.129 0.125
H 3.933543 6.388175 2.911135 0.261 -0.557 0.235 0.094
H 3.145361 8.780888 4.595946 0.202 -0.410 0.355 0.127
H 4.169978 7.541906 5.322764 0.894 -0.165 0.337 0.109
H 3.258886 5.377904 6.233782 -0.093 0.476 0.014 0.079
H 1.735963 4.767976 5.605910 1.289 0.963 -0.892 0.097
H 3.269765 5.049885 4.564899 -0.136 -0.463 -0.618 0.053
H 0.908121 6.926179 6.733064 0.282 0.535 0.162 0.087
H 2.597921 7.538381 7.074158 -0.871 0.012 -0.519 0.100
H 1.423817 8.544847 6.180974 -0.494 1.153 -0.095 0.066
H 1.796458 5.554605 1.061244 -0.209 -0.054 -0.568 0.073
H 0.384655 5.151702 2.132160 1.371 -0.040 -0.182 0.089
H 2.139670 4.778766 2.570656 -0.610 0.885 0.140 0.085
H 0.043441 5.423034 4.291041 0.245 0.066 0.226 0.041
C 4.900841 -5.230308 0.531043 0.186 -0.132 -0.755 -0.056
C 5.695391 -4.226137 -0.294484 0.314 -0.956 0.440 -0.321
O 6.928497 -3.943228 0.327128 1.424 -0.738 -0.295 -0.084
H 5.017261 -6.166605 0.034049 0.951 -1.340 0.298 0.048
H 3.845845 -5.192029 0.337584 -0.887 0.946 0.558 0.050
H 5.202558 -5.237201 1.591477 -0.381 -0.014 -0.559 0.092
H 5.231204 -3.293832 -0.324921 -1.133 1.582 -0.224 0.045
H 5.856832 -4.564764 -1.324838 -0.199 -0.003 0.062 0.100
H 7.543837 -4.659889 0.068808 -0.356 0.679 0.435 0.102
C -2.537456 4.114311 3.886414 -1.146 0.646 -2.397 -0.092
C -1.722557 3.260843 4.786037 0.339 0.848 1.077 -0.322
O -0.342991 3.571637 4.698947 1.140 -0.493 -0.506 -0.127
H -2.414131 5.197391 4.106745 -0.190 -0.718 -0.002 0.084
H -3.603784 3.814928 3.923949 0.326 0.397 0.457 0.069
H -2.353689 3.997746 2.763874 0.396 0.007 1.352 0.074
H -1.814179 2.222351 4.598496 -0.574 -1.097 -0.173 0.068
H -2.105381 3.482601 5.823422 0.675 -0.413 -0.703 0.135
H 0.181890 2.873107 4.188345 -0.895 0.880 0.769 0.073
C 2.857732 1.356752 5.048505 0.278 1.331 -1.072 -0.035
C 2.440542 1.199891 3.573370 2.108 -2.067 0.200 -0.350
O 1.139701 1.606061 3.420639 -2.299 -0.319 -2.023 -0.157
H 2.293716 0.648911 5.609493 -0.305 -0.437 0.794 0.041
H 2.620626 2.396483 5.362611 -0.095 -0.626 -0.025 0.074
H 3.938225 1.255703 5.224768 -0.290 -0.308 -0.228 0.076
H 2.569432 0.099784 3.232777 -0.267 1.584 0.675 0.105
H 3.096796 1.762109 2.906041 0.315 0.267 -0.004 0.104
H 0.836427 1.168586 2.528657 0.764 0.737 1.634 0.099
C -3.348801 -5.003620 -2.618109 -0.485 -0.090 0.772 -0.075
C -2.179017 -5.992048 -2.678748 -0.702 -1.249 -1.486 -0.346
O -1.241717 -5.844897 -1.670023 0.099 0.011 1.694 -0.113
H -3.002722 -3.987437 -2.698778 0.511 0.541 -0.096 0.033
H -3.852057 -5.035480 -1.604310 0.299 -0.316 -1.144 0.080
H -4.076361 -5.124640 -3.444496 0.266 -0.302 0.535 0.083
H -1.603992 -5.908788 -3.632965 -0.585 0.106 0.482 0.112
H -2.577791 -7.057790 -2.664609 0.219 1.041 -0.127 0.109
H -1.696967 -6.123957 -0.828055 0.302 0.284 -0.641 0.053